[1]
Formula: C2H4N2OS
Source: the Open Molecules 2025 dataset
Level of theory: ωB97M-V/def2-TZVPD

Geometry as XYZ:
```
10
C2H4N2OS, DFT ωB97M-V/def2-TZVPD
C -1.2524 0.1785 -0.0560
C 1.0804 -0.5861 0.0076
H 1.4132 1.7078 0.3047
H -1.6873 1.1319 -0.2555
H -1.5358 -1.7099 0.2697
H 0.6439 -1.5672 -0.0481
N 0.1251 0.3726 -0.0136
N -1.9706 -0.8553 -0.0830
O 0.5084 1.6786 -0.0521
S 2.6754 -0.3509 -0.0737
```

Output
E_tot: -661.46435 Ha
Kohn-Sham gap: 9.001 eV
Relative energy (zero: lowest compared OMol25 entry of this formula, charge and spin): 76.0 kcal/mol
SMILES string: [H]/N=C\N(O)C=S
2S+1: 1

---

[2]
Formula: H16O8
Source: the Open Molecules 2025 dataset
Level of theory: ωB97M-V/def2-TZVPD

Geometry as XYZ:
```
24
H16O8, DFT ωB97M-V/def2-TZVPD
H -0.6877 0.3275 0.5040
H 0.7300 0.1094 1.0067
H 2.9154 -2.0245 0.4902
H 2.1000 -2.5141 1.6757
H 3.7404 -0.7453 -1.2873
H 2.7153 0.0590 -2.0698
H 0.8786 -1.6390 4.5330
H -0.5518 -1.6140 5.0463
H -1.1195 -2.3624 -0.5585
H -1.5543 -1.0490 -1.1876
H -0.0426 2.0773 -2.5170
H -1.3370 2.7315 -2.0626
H -2.2211 0.7346 -2.2762
H -1.4082 0.8205 -3.5575
H -0.7382 3.3835 1.2817
H -1.0781 2.0611 1.9492
O 0.2318 0.5277 0.2955
O 2.9970 -2.2738 1.4177
O 2.9463 -0.2110 -1.1739
O 0.1337 -2.2161 4.7356
O -1.9050 -1.8586 -0.7998
O -0.9527 2.2338 -2.7931
O -2.2853 1.0001 -3.2005
O -1.4585 2.7536 1.3971
```

Output
E_tot: -611.38182 Ha
Kohn-Sham gap: 8.308 eV
Relative energy (zero: lowest compared OMol25 entry of this formula, charge and spin): 126.0 kcal/mol
SMILES string: O.O.O.O.O.O.O.O
2S+1: 1

---

[3]
Formula: C3H2ClF
Source: the Open Molecules 2025 dataset
Level of theory: ωB97M-V/def2-TZVPD

Geometry as XYZ:
```
7
C3H2ClF, DFT ωB97M-V/def2-TZVPD
C 0.7548 -0.1187 1.6682
C -1.0660 0.7623 1.1873
C -0.1556 0.1345 0.3040
F 1.3781 1.0528 2.0634
Cl -0.8148 -0.2908 2.6434
H 0.1551 0.7070 -0.5155
H -0.4146 -0.9851 0.1853
```

Output
E_tot: -675.29367 Ha
Kohn-Sham gap (alpha / beta): 7.900 / 7.901 eV
Relative energy (zero: lowest compared OMol25 entry of this formula, charge and spin): 124.5 kcal/mol
2S+1: 1

---

[4]
Formula: C6H8S
Source: the Open Molecules 2025 dataset
Level of theory: ωB97M-V/def2-TZVPD

Geometry as XYZ:
```
15
C6H8S, DFT ωB97M-V/def2-TZVPD
C -2.7003 -0.1317 -0.0482
C -1.3483 -0.2915 -0.0224
C -0.3236 0.9733 -0.0435
C 1.0563 0.2443 -0.3709
C 2.4073 -0.2034 -0.0340
C 1.1122 -0.9722 0.4033
H -3.3670 -0.9745 0.1164
H -3.0874 0.9438 0.2469
H -0.4720 1.7577 -0.9054
H -0.4107 1.4725 0.9009
H 0.8822 -0.0593 -1.3959
H 2.8669 -0.5122 -0.9840
H 2.9618 0.1904 0.8557
H 0.7479 -0.5832 1.4410
S -0.3252 -1.8541 -0.1598
```

Output
E_tot: -631.44096 Ha
Kohn-Sham gap: 9.205 eV
Relative energy (zero: lowest compared OMol25 entry of this formula, charge and spin): 94.3 kcal/mol
SMILES string: C=C1C[C@H]2C[C@@H]2S1
2S+1: 1

---

[5]
Formula: C7H12
Source: the Open Molecules 2025 dataset
Level of theory: ωB97M-V/def2-TZVPD

Geometry as XYZ:
```
19
C7H12, DFT ωB97M-V/def2-TZVPD
C 1.5774 0.8336 -1.5024
C 0.8009 -0.4615 -1.3314
C 1.0888 -1.1191 -0.0558
C -0.8745 -0.2871 1.1476
C -1.2706 0.5574 2.3431
C -1.3682 -0.0047 -0.1436
C -0.6996 -0.2785 -1.2985
H 1.3490 1.4983 -0.6650
H 2.6590 0.6367 -1.4995
H 1.2928 1.3250 -2.4328
H 1.0114 -1.1239 -2.1833
H 0.9824 -2.2000 0.0034
H 1.6779 -0.6222 0.6949
H -0.5427 -1.2803 1.3782
H -1.8055 1.4623 2.0426
H -0.3940 0.8795 2.9081
H -1.9105 0.0236 3.0629
H -2.3246 0.5184 -0.2372
H -1.2493 -0.3575 -2.2314
```

Output
E_tot: -273.77613 Ha
Kohn-Sham gap (alpha / beta): 7.950 / 7.922 eV
Relative energy (zero: lowest compared OMol25 entry of this formula, charge and spin): 83.1 kcal/mol
2S+1: 1

---

[6]
Formula: C3HO3Sn
Source: the Open Molecules 2025 dataset
Level of theory: ωB97M-V/def2-TZVPD

Geometry as XYZ:
```
8
C3HO3Sn, DFT ωB97M-V/def2-TZVPD
C -2.1325 0.0953 -0.0481
C -1.2913 -0.7661 -0.0269
O -2.8474 1.1859 -0.1584
H -3.3223 1.2188 -0.9990
O -0.2649 -1.6261 -0.1011
C 0.3433 -1.9183 -1.3124
O -0.3028 -1.4287 -2.2773
Sn 0.2865 -1.2419 -3.9139
```

Output
E_tot: -554.41888 Ha
Kohn-Sham gap: 5.797 eV
Total charge: +1
Relative energy (zero: lowest compared OMol25 entry of this formula, charge and spin): 83.3 kcal/mol
2S+1: 1

---

[7]
Formula: C3H2ClNO
Source: the Open Molecules 2025 dataset
Level of theory: ωB97M-V/def2-TZVPD

Geometry as XYZ:
```
8
C3H2ClNO, DFT ωB97M-V/def2-TZVPD
C 0.0784 -0.9354 0.0031
C -0.9298 0.1652 -0.1279
C -0.5576 -2.0748 0.0913
N -2.0895 -0.3697 -0.1050
O -0.9751 -3.1266 -0.0429
Cl -3.4769 0.6470 0.0492
H 1.1190 -0.8954 0.3853
H -0.8043 1.2809 -0.1219
```

Output
E_tot: -705.60910 Ha
Kohn-Sham gap: 9.498 eV
Relative energy (zero: lowest compared OMol25 entry of this formula, charge and spin): 47.1 kcal/mol
SMILES string: O=C=C/C=N/Cl
2S+1: 1

---

[8]
Formula: C3H8N2O
Source: the Open Molecules 2025 dataset
Level of theory: ωB97M-V/def2-TZVPD

Geometry as XYZ:
```
14
C3H8N2O, DFT ωB97M-V/def2-TZVPD
N 0.9095 -0.5343 1.5656
C 0.4627 -0.4508 0.1963
C -0.9068 -1.1609 0.0326
C 0.3841 1.0045 -0.2956
N -0.3667 1.2989 -1.3938
O 0.9756 1.8865 0.3000
H 1.8184 -0.0835 1.6498
H 0.3044 0.0657 2.1208
H 1.1513 -0.9615 -0.4777
H -1.6770 -0.5296 0.4745
H -1.1371 -1.2765 -1.0247
H -0.8748 -2.0925 0.5633
H -0.2946 2.2460 -1.7235
H -0.7490 0.5882 -1.9876
```

Output
E_tot: -303.88011 Ha
Kohn-Sham gap: 10.414 eV
Relative energy (zero: lowest compared OMol25 entry of this formula, charge and spin): 7.5 kcal/mol
SMILES string: C[C@H](N)C(N)=O
2S+1: 1

---

[9]
Formula: C16H29As2N2ReS7
Source: the Open Molecules 2025 dataset
Level of theory: ωB97M-V/def2-TZVPD

Geometry as XYZ:
```
57
C16H29As2N2ReS7, DFT ωB97M-V/def2-TZVPD
Re -1.0876 -0.8539 0.0534
C -2.1373 -3.6968 -3.4323
C -1.5145 -2.6766 -2.5300
S -1.7155 -2.8935 -0.8485
C -0.7249 -1.6502 -3.0123
C -0.4599 -1.4741 -4.4756
S 0.0910 -0.6144 -1.9203
H -2.5629 -4.5125 -2.8521
H -1.4043 -4.1166 -4.1237
H -2.9322 -3.2517 -4.0352
H 0.1374 -2.3071 -4.8542
H 0.0879 -0.5546 -4.6685
H -1.3930 -1.4573 -5.0403
S -1.6769 1.0018 3.9869
As -3.6835 1.0223 4.3163
S -1.6925 1.1769 0.8603
S -3.2063 -0.2144 0.9973
S -4.6095 0.6559 2.2489
C 1.0988 4.5098 -3.9526
C 0.5089 4.4786 -2.5898
C 0.9100 5.2567 -1.5321
C 0.2717 5.1081 -0.2922
N -0.6815 4.1807 -0.1151
C -1.0650 3.4554 -1.1344
S -2.3465 2.3025 -1.0283
N -0.4987 3.6009 -2.3642
C 0.5946 5.9808 0.8612
H 1.9251 5.2117 -4.0107
H 0.3497 4.7979 -4.6935
H 1.4625 3.5163 -4.2234
H 1.7038 5.9769 -1.6620
H -0.8503 3.0284 -3.1227
H 1.3797 6.6929 0.6223
H 0.8917 5.3792 1.7213
H -0.3038 6.5248 1.1598
C 1.1772 -4.4391 0.7411
C 1.7888 -3.0703 1.0299
As 0.4735 -1.7467 1.6546
C 1.6084 -0.3163 2.3798
C 2.4976 -0.7121 3.5595
C -0.5884 -2.6658 3.0259
C 0.1988 -3.1796 4.2333
H 1.9054 -5.0742 0.2393
H 0.3104 -4.3432 0.0907
H 0.8694 -4.9339 1.6621
H 2.2141 -2.6365 0.1229
H 2.5869 -3.1537 1.7670
H 0.9524 0.5141 2.6446
H 2.2171 -0.0134 1.5245
H 1.9134 -0.8232 4.4697
H 3.2423 0.0644 3.7298
H 3.0262 -1.6446 3.3663
H -1.0537 -3.4901 2.4807
H -1.3747 -1.9830 3.3393
H 1.1422 -3.6331 3.9267
H -0.3818 -3.9317 4.7660
H 0.4082 -2.3726 4.9324
```

Output
E_tot: -8073.18774 Ha
Kohn-Sham gap (alpha / beta): 5.854 / 5.667 eV
Total charge: +2
Relative energy (zero: lowest compared OMol25 entry of this formula, charge and spin): 80.3 kcal/mol
2S+1: 1

---

[10]
Formula: C37H50AsGaNO4Sb2
Source: the Open Molecules 2025 dataset
Level of theory: ωB97M-V/def2-TZVPD

Geometry as XYZ:
```
96
C37H50AsGaNO4Sb2, DFT ωB97M-V/def2-TZVPD
Ga 0.1020 0.3712 -0.4241
O -1.9401 0.9168 -4.0507
C -1.4941 0.6057 -2.8740
O -0.3492 0.8413 -2.4825
C -2.4682 -0.0945 -1.9927
C -3.7403 -0.4822 -2.3758
C -4.4972 -1.1928 -1.4523
C -3.9595 -1.4906 -0.2085
C -2.6772 -1.0510 0.0875
N -1.9636 -0.3548 -0.7877
C -1.9084 -1.2684 1.3658
O -2.4151 -1.9663 2.3508
O -0.8042 -0.7711 1.4723
H -1.2628 1.3498 -4.6008
H -4.1188 -0.2507 -3.3622
H -5.4959 -1.5241 -1.7055
H -4.5504 -2.0541 0.5025
H -3.3041 -2.3091 2.1863
C 4.1198 1.7301 -0.0622
As 2.4366 1.5269 -0.9955
C 2.1118 3.3430 -1.5889
C 2.9632 0.6605 -2.6480
H 4.7954 2.2483 -0.7419
H 4.5416 0.7660 0.2026
H 3.9831 2.3232 0.8400
H 2.9282 3.6495 -2.2414
H 2.0792 4.0146 -0.7317
H 1.1744 3.4054 -2.1379
H 3.7330 1.2586 -3.1344
H 2.1050 0.5711 -3.3118
H 3.3605 -0.3336 -2.4498
C 4.3442 -4.6031 -3.1027
C 2.9970 -4.9087 -3.2166
C 2.0491 -4.1822 -2.5064
C 2.4715 -3.1485 -1.6768
C 3.8258 -2.8386 -1.5567
C 4.7602 -3.5715 -2.2711
Sb 1.0624 -2.1823 -0.4511
C -0.5838 -3.4790 -0.6653
C -0.7979 -4.5800 0.1634
C -1.8126 -5.4836 -0.1293
C -2.6020 -5.3083 -1.2573
C -2.3698 -4.2344 -2.1076
C -1.3640 -3.3255 -1.8126
C 1.8662 -2.2573 1.4891
C 3.0543 -1.5575 1.6826
C 3.6784 -1.5652 2.9225
C 3.1111 -2.2698 3.9733
C 1.9153 -2.9506 3.7899
C 1.2883 -2.9453 2.5521
H 5.0751 -5.1712 -3.6622
H 2.6768 -5.7211 -3.8552
H 1.0030 -4.4389 -2.6055
H 4.1695 -2.0521 -0.8963
H 5.8132 -3.3443 -2.1715
H -0.1638 -4.7669 1.0182
H -1.9636 -6.3445 0.5087
H -3.3732 -6.0295 -1.4941
H -2.9540 -4.1249 -3.0130
H -1.1517 -2.5265 -2.5166
H 3.5154 -1.0188 0.8646
H 4.6079 -1.0293 3.0672
H 3.6040 -2.2936 4.9360
H 1.4672 -3.4870 4.6158
H 0.3493 -3.4677 2.4402
C -1.9731 5.3863 0.3779
C -1.1132 4.3493 -0.3431
C -1.6365 4.0546 -1.7464
Sb -0.8595 2.5615 0.8363
C 0.7120 3.0262 2.2298
C 0.5212 4.3902 2.8894
C 0.8824 1.8913 3.2366
C -2.6960 2.1571 1.8969
C -3.8902 2.2349 0.9457
C -2.8703 3.0728 3.1067
H -1.9350 6.3231 -0.1829
H -1.6266 5.6030 1.3872
H -3.0191 5.0876 0.4242
H -0.0855 4.7149 -0.3991
H -2.6921 3.7727 -1.7210
H -1.0731 3.2675 -2.2492
H -1.5609 4.9547 -2.3603
H 1.5916 3.0694 1.5784
H -0.3800 4.4282 3.4993
H 0.4886 5.2050 2.1658
H 1.3664 4.5847 3.5534
H 0.0410 1.8436 3.9298
H 1.7787 2.0728 3.8336
H 0.9931 0.9113 2.7666
H -2.5658 1.1311 2.2439
H -4.0522 3.2493 0.5852
H -4.7981 1.9397 1.4768
H -3.7883 1.5852 0.0728
H -2.9001 4.1243 2.8217
H -2.0890 2.9324 3.8520
H -3.8239 2.8440 3.5884
```

Output
E_tot: -6435.78847 Ha
Kohn-Sham gap: 6.730 eV
Total charge: +3
Relative energy (zero: lowest compared OMol25 entry of this formula, charge and spin): 0.0 kcal/mol
2S+1: 1

---

[11]
Formula: C7H11NO
Source: the Open Molecules 2025 dataset
Level of theory: ωB97M-V/def2-TZVPD

Geometry as XYZ:
```
20
C7H11NO, DFT ωB97M-V/def2-TZVPD
C 0.2388 0.7615 1.1320
C -0.1793 -1.8162 0.0071
C 0.8282 0.2222 -1.1671
C -0.3660 -0.7924 -1.0493
C -1.1480 -0.6709 0.1672
C -2.6475 -0.8275 0.3260
C 2.0471 1.9406 0.4939
N 1.0387 0.9490 0.1525
O 0.0919 1.2180 2.2248
H -0.3643 -2.8589 0.0172
H 0.8163 -1.6769 0.5228
H 1.6836 -0.5470 -1.3600
H 0.5468 0.9680 -1.8775
H -0.8192 -0.9333 -2.0963
H -3.1628 -0.1532 -0.3210
H -2.9126 -0.6226 1.2957
H -2.7620 -1.8746 -0.1272
H 2.9600 1.8108 -0.1089
H 1.7676 3.0854 0.2520
H 2.3427 1.8177 1.5162
```

Output
E_tot: -403.17347 Ha
Kohn-Sham gap: 8.667 eV
Relative energy (zero: lowest compared OMol25 entry of this formula, charge and spin): 100.7 kcal/mol
2S+1: 1

---

[12]
Formula: C16H9N5PdS3
Source: the Open Molecules 2025 dataset
Level of theory: ωB97M-V/def2-TZVPD

Geometry as XYZ:
```
34
C16H9N5PdS3, DFT ωB97M-V/def2-TZVPD
Pd -0.0012 -1.9928 -2.8199
S 1.7066 -0.7314 -3.9126
C 1.0509 0.6942 -2.9460
C 2.1956 1.2934 -2.3227
N 3.1441 1.7223 -1.8472
C -1.0520 0.6961 -2.9481
S -1.7059 -0.7305 -3.9151
C -2.1968 1.2953 -2.3236
N -3.1447 1.7223 -1.8458
N 0.0012 -0.1817 1.5808
C 0.0005 -1.1312 2.6031
C 0.0001 -0.7258 3.9277
C -0.0004 -1.6669 4.9491
C -0.0006 -3.0153 4.6550
C -0.0003 -3.4291 3.3300
C 0.0002 -2.4961 2.3156
S 0.0004 -3.0698 0.6296
N 0.0003 -1.6602 -0.2638
C 0.0000 -0.4675 0.2453
C -0.0016 0.6408 -0.7006
C -0.0008 1.9771 -0.4592
C 0.0005 3.0120 -1.4649
C 0.0009 2.9196 -2.8098
C 0.0000 1.6428 -3.5833
N -0.0009 0.1827 -2.0346
H 0.0006 0.7884 1.8486
H -0.0001 0.3288 4.1628
H -0.0004 -1.3344 5.9749
H -0.0009 -3.7470 5.4463
H 0.0000 -4.4761 3.0751
H 0.0001 2.3403 0.5580
H 0.0018 4.0122 -1.0565
H 0.0020 3.8345 -3.3806
H 0.0006 1.7536 -4.6660
```

Output
E_tot: -2211.19199 Ha
Kohn-Sham gap (alpha / beta): 5.748 / 5.746 eV
Relative energy (zero: lowest compared OMol25 entry of this formula, charge and spin): 113.6 kcal/mol
2S+1: 1